One molecule with the formula C4H6O2 at a distorted geometry, computed with wB97M-V/def2-TZVPD.

Output
**Total charge**: 0
**Lowest unoccupied orbital energy**: -0.14 eV
**SMILES string**: CC(=O)C(C)=O
**Energy relative to the best compared isomer or geometry (same formula, charge and spin)**: 27.8 kcal per mole

```
12
Properties=species:S:1:pos:R:3:mulliken_charge:R:1
C 1.0127 0.9580 1.3591 -1.057
C 0.2866 -0.2309 0.8037 0.668
O 0.0956 -1.2786 1.3795 -0.530
C -0.1846 -0.0380 -0.6326 0.556
C -1.1856 -0.8919 -1.3105 -0.965
O 0.4314 0.7177 -1.3541 -0.530
H 1.2392 0.7798 2.4073 0.330
H 1.9289 1.1526 0.7923 0.287
H 0.3850 1.8494 1.2464 0.318
H -1.8290 -0.2575 -1.9154 0.339
H -0.3832 -1.1517 -2.0365 0.284
H -1.7972 -1.6089 -0.7393 0.300
```

---

One molecule with the formula C4H6O2, computed with wB97M-V/def2-TZVPD.

Output
**Total charge**: 0
**Lowest unoccupied orbital energy**: 0.46 eV
**SMILES string**: C=C(C=O)OC
**Energy relative to the best compared isomer or geometry (same formula, charge and spin)**: 53.5 kcal per mole

```
12
Properties=species:S:1:pos:R:3:mulliken_charge:R:1
C 0.1817 0.0282 1.4946 -0.745
C -0.3906 0.2569 0.3147 0.488
C -1.7317 0.9306 0.2644 -0.043
O -2.5831 0.7602 1.1098 -0.456
O 0.2600 0.0007 -0.8536 -0.355
C 1.2260 -1.0857 -0.7353 -0.669
H 1.2545 -0.0689 1.5572 0.338
H -0.3765 0.0432 2.4102 0.313
H -1.8728 1.6790 -0.5419 0.328
H 0.6879 -2.0241 -0.8788 0.290
H 1.9418 -0.9148 -1.5266 0.220
H 1.8115 -1.2052 0.1926 0.291
```

---

A 2-piece molecular cluster, C4H6O2 overall at a distorted geometry, computed with wB97M-V/def2-TZVPD.

Output
**Total charge**: 0
**Lowest unoccupied orbital energy**: 0.05 eV
**Energy relative to the best compared isomer or geometry (same formula, charge and spin)**: 136.6 kcal per mole

```
12
Properties=species:S:1:pos:R:3:mulliken_charge:R:1
O -0.7038 1.2492 -1.0139 -0.525
C -0.0325 0.5569 -0.0217 0.009
C 1.5125 0.3775 -0.0187 -0.425
C 0.6724 -0.7704 -0.3319 -0.728
C -0.7126 0.4075 1.1648 0.730
O -1.2923 0.2637 2.1512 -0.278
H -0.8592 0.5746 -1.6986 0.427
H 2.1063 0.4647 0.8910 0.304
H 1.8697 0.9875 -0.8494 0.223
H 0.5977 -1.5056 0.4799 0.212
H -1.2726 -1.3731 -0.5839 -0.062
H -1.8855 -1.2325 -0.1686 0.113
```

---

One molecule with the formula C4H6O2, computed with wB97M-V/def2-TZVPD.

Output
**Total charge**: 0
**Lowest unoccupied orbital energy**: 0.24 eV
**Energy relative to the best compared isomer or geometry (same formula, charge and spin)**: 121.3 kcal per mole

```
12
Properties=species:S:1:pos:R:3:mulliken_charge:R:1
C -0.8500 -0.9413 -0.3206 -1.128
C 0.1351 0.1432 0.0582 0.789
C -0.4403 1.9082 0.4245 -0.466
O -0.1555 0.8240 1.2744 -0.309
C 1.6116 -0.2458 0.1272 -0.222
O 2.0191 -1.3385 -0.1615 -0.457
H -0.7407 -1.7883 0.3647 0.295
H -1.8756 -0.5647 -0.2575 0.350
H -0.6642 -1.3002 -1.3383 0.311
H 0.1908 1.0186 -0.7209 0.292
H -1.4882 1.7056 0.0592 0.166
H 2.2579 0.5792 0.4904 0.378
```

---

One molecule with the formula C4H6O2, computed with wB97M-V/def2-TZVPD.

Output
**Total charge**: 0
**Lowest unoccupied orbital energy**: 0.64 eV
**SMILES string**: OC=C=CCO
**Energy relative to the best compared isomer or geometry (same formula, charge and spin)**: 73.7 kcal per mole

```
12
Properties=species:S:1:pos:R:3:mulliken_charge:R:1
O -2.6672 0.3214 -0.7035 -0.470
C -1.7928 -0.6756 -0.9634 0.017
C -0.4878 -0.4967 -0.8666 -0.613
C 0.3994 -0.4422 0.0999 -0.010
C 1.7513 0.1665 0.2533 -0.270
O 1.5959 1.3782 0.9840 -0.495
H -2.1363 1.1018 -0.4753 0.355
H -2.2708 -1.6149 -1.2050 0.334
H 0.0047 -0.8065 1.0505 0.320
H 2.3846 -0.5400 0.8082 0.242
H 2.2396 0.4194 -0.6886 0.276
H 0.9793 1.1885 1.7065 0.314
```

---

One molecule with the formula C4H6O2 at a distorted geometry, computed with wB97M-V/def2-TZVPD.

Output
**Total charge**: 0
**Lowest unoccupied orbital energy**: 1.00 eV
**SMILES string**: C[C@H]1O[C@H]1C=O
**Energy relative to the best compared isomer or geometry (same formula, charge and spin)**: 65.8 kcal per mole

```
12
Properties=species:S:1:pos:R:3:mulliken_charge:R:1
C 0.7386 -0.3861 1.1955 -1.247
C 0.6729 -0.2971 -0.3138 0.125
O 0.0321 -1.4084 -0.9221 -0.431
C -0.5045 -0.1366 -1.2005 -0.027
C -1.3567 0.7575 -0.3913 -0.064
O -1.1564 1.9391 -0.5725 -0.488
H 0.7727 0.5883 1.6894 0.332
H -0.0825 -0.9601 1.6314 0.330
H 1.6613 -0.9287 1.4295 0.350
H 1.4780 0.2661 -0.7736 0.364
H -0.2948 0.1929 -2.2183 0.370
H -1.9608 0.3730 0.4463 0.386
```

---

C4H6O2 as an isolated structure, computed with wB97M-V/def2-TZVPD.

Output
**Total charge**: 0
**Lowest unoccupied orbital energy**: 0.87 eV
**Energy relative to the best compared isomer or geometry (same formula, charge and spin)**: 145.4 kcal per mole

```
12
Properties=species:S:1:pos:R:3:mulliken_charge:R:1
C -0.3611 1.4560 0.3380 -1.241
C 0.2413 0.0955 0.5063 0.997
C 1.0157 -0.5724 -0.6317 -0.804
O 1.6316 -0.0056 0.5499 -0.385
C -0.4729 -1.1371 0.2939 -0.188
O -1.2322 -1.0566 -0.7586 -0.536
H -0.2504 2.0080 1.2774 0.341
H 0.1638 2.0023 -0.4494 0.349
H -1.4220 1.3817 0.0892 0.300
H 1.2678 -1.6368 -0.6985 0.315
H -0.2357 -0.4741 -1.3756 0.406
H -0.3460 -2.0608 0.8589 0.447
```

---

A 3-piece molecular cluster, C4H6O2 overall at a distorted geometry, computed with wB97M-V/def2-TZVPD.

Output
**Total charge**: 0
**Lowest unoccupied orbital energy (spin up / spin down)**: 0.11 / 0.11 eV
**Energy relative to the best compared isomer or geometry (same formula, charge and spin)**: 117.4 kcal per mole

```
12
Properties=species:S:1:pos:R:3:mulliken_charge:R:1
C 1.1429 -0.0150 -1.2918 -0.657
C 0.5935 0.9103 0.6641 0.199
O 0.7628 1.9653 1.0929 -0.299
C -0.9009 -0.4031 1.3443 -0.636
C -1.3089 -0.5021 0.0275 0.001
O -0.5338 -0.9726 -0.8685 -0.484
H 0.8343 -0.4757 -2.2228 0.285
H 1.9464 -0.5540 -0.8021 0.292
H 1.3609 1.0395 -1.4485 0.338
H -0.1286 -1.0729 1.7104 0.294
H -1.5430 0.0644 2.0879 0.345
H -2.2257 0.0158 -0.2933 0.320
```